Model a:
{"formula": "C10H34O7", "method": "the ωB97M-V functional and the def2-TZVPD basis", "symbols": ["C", "C", "O", "H", "H", "H", "H", "H", "H", "C", "C", "O", "H", "H", "H", "H", "H", "H", "C", "C", "O", "H", "H", "H", "H", "H", "H", "C", "C", "O", "H", "H", "H", "H", "H", "H", "C", "C", "O", "H", "H", "H", "H", "H", "H", "O", "H", "H", "O", "H", "H"], "xyz": [[-4.391, 1.507, 0.087], [-3.301, 2.229, 0.871], [-2.775, 1.101, 1.572], [-4.955, 2.220, -0.514], [-5.100, 0.972, 0.719], [-3.949, 0.714, -0.516], [-3.779, 3.025, 1.442], [-2.529, 2.729, 0.287], [-3.463, 0.726, 2.127], [-1.215, -1.977, 4.545], [-0.605, -1.725, 3.180], [0.799, -1.705, 3.340], [-0.986, -2.946, 4.987], [-2.276, -2.085, 4.320], [-1.089, -1.148, 5.241], [-0.865, -0.691, 2.951], [-1.166, -2.330, 2.469], [1.233, -1.427, 2.530], [0.923, 2.163, -3.645], [0.720, 2.494, -2.157], [1.741, 3.395, -1.851], [0.987, 3.059, -4.263], [0.038, 1.596, -3.933], [1.829, 1.570, -3.774], [0.884, 1.646, -1.493], [-0.274, 2.851, -1.887], [1.613, 4.248, -2.270], [2.084, -1.667, -2.412], [2.085, -3.086, -1.975], [2.721, -3.150, -0.748], [1.337, -1.085, -1.873], [1.874, -1.730, -3.480], [3.066, -1.195, -2.386], [2.605, -3.734, -2.681], [1.130, -3.590, -1.827], [3.668, -3.156, -0.904], [1.929, 1.129, 1.737], [2.562, 0.049, 0.865], [1.604, -0.997, 0.727], [1.629, 0.637, 2.662], [1.063, 1.551, 1.227], [2.587, 1.973, 1.946], [3.481, -0.365, 1.278], [2.728, 0.552, -0.088], [2.032, -1.683, 0.209], [-1.813, -0.894, -2.636], [-1.496, -0.540, -1.806], [-2.489, -1.525, -2.386], [-0.927, 0.075, -0.310], [-0.075, -0.162, 0.055], [-1.433, 0.382, 0.442]], "smiles": "CCO.CCO.CCO.CCO.CCO.O.O", "homo_energy_ev": -9.64, "gap_ev": 10.310, "lumo_energy_ev": 0.673}


Model b:
{"formula": "C10H34O7", "method": "the ωB97M-V functional and the def2-TZVPD basis", "symbols": ["C", "C", "O", "H", "H", "H", "H", "H", "H", "C", "C", "O", "H", "H", "H", "H", "H", "H", "C", "C", "O", "H", "H", "H", "H", "H", "H", "C", "O", "H", "H", "H", "H", "C", "O", "H", "H", "H", "H", "C", "O", "H", "H", "H", "H", "C", "O", "H", "H", "H", "H"], "xyz": [[-29.441, 5.550, -11.899], [-29.027, 6.881, -11.303], [-28.392, 6.825, -10.066], [-30.076, 4.942, -11.255], [-28.540, 5.002, -12.176], [-29.946, 5.635, -12.861], [-29.972, 7.420, -11.243], [-28.454, 7.447, -12.038], [-27.610, 7.380, -10.021], [-25.986, 1.320, -10.676], [-27.014, 2.345, -11.206], [-26.531, 3.521, -11.645], [-26.606, 0.735, -9.997], [-25.117, 1.644, -10.103], [-25.528, 0.874, -11.559], [-27.653, 2.565, -10.351], [-27.692, 1.990, -11.981], [-26.508, 4.092, -10.874], [-33.059, 6.307, -11.665], [-34.473, 6.246, -11.096], [-34.322, 6.066, -9.632], [-32.486, 7.200, -11.417], [-33.081, 6.225, -12.751], [-32.407, 5.477, -11.388], [-35.177, 5.466, -11.389], [-34.948, 7.208, -11.290], [-34.008, 6.889, -9.252], [-28.200, 4.046, -7.196], [-29.481, 4.500, -7.399], [-28.073, 3.920, -6.121], [-28.136, 3.089, -7.714], [-27.548, 4.759, -7.701], [-29.632, 4.562, -8.344], [-31.394, 6.336, -16.175], [-32.702, 5.806, -16.380], [-31.291, 7.313, -16.648], [-30.971, 6.358, -15.171], [-30.714, 5.770, -16.812], [-33.375, 6.477, -16.241], [-26.439, 5.545, -14.465], [-25.765, 4.977, -15.480], [-27.094, 6.334, -14.834], [-27.115, 4.980, -13.823], [-25.868, 6.073, -13.701], [-25.603, 4.097, -15.132], [-32.099, 9.756, -9.244], [-33.387, 9.022, -9.178], [-31.318, 9.337, -9.878], [-32.221, 10.824, -9.426], [-31.642, 9.565, -8.273], [-33.698, 9.124, -8.275]], "smiles": "CCO.CCO.CCO.CO.CO.CO.CO", "homo_energy_ev": -9.83, "gap_ev": 10.176, "lumo_energy_ev": 0.349}


Which of them is most stable? Easy: model a.


Model a:
{"formula": "C6H8ClN", "method": "the ωB97M-V functional and the def2-TZVPD basis", "symbols": ["C", "C", "C", "C", "N", "C", "C", "Cl", "H", "H", "H", "H", "H", "H", "H", "H"], "xyz": [[0.190, 0.275, 2.566], [0.034, 0.259, 1.390], [-0.107, 0.269, -0.025], [-0.640, -1.025, -0.621], [0.332, -2.131, -0.250], [-0.529, 1.624, -0.626], [0.866, 1.155, -0.851], [2.269, 1.879, -0.062], [0.388, 0.242, 3.627], [-0.551, -0.957, -1.676], [-1.679, -1.198, -0.308], [0.040, -2.996, -0.734], [0.157, -2.236, 0.764], [-1.218, 1.652, -1.479], [-0.715, 2.379, 0.112], [1.167, 0.808, -1.827]], "smiles": "C#C[C@@]1(CN)C[C@H]1Cl", "homo_energy_ev": -9.47, "gap_ev": 10.429, "lumo_energy_ev": 0.959}


Model b:
{"formula": "C6H8ClN", "method": "the ωB97M-V functional and the def2-TZVPD basis", "symbols": ["N", "C", "C", "C", "C", "C", "C", "Cl", "H", "H", "H", "H", "H", "H", "H", "H"], "xyz": [[-0.907, 2.035, 0.665], [-0.845, 0.814, -0.229], [-2.112, 0.130, -0.635], [-2.257, -1.146, -0.297], [-0.961, -1.476, 0.378], [-0.205, -0.388, 0.378], [1.321, -0.552, 0.726], [2.444, 0.022, -0.497], [-1.400, 2.800, 0.011], [0.085, 2.241, 0.860], [-0.281, 1.208, -1.117], [-2.987, 0.741, -1.003], [-3.120, -1.769, -0.361], [-0.649, -2.423, 0.814], [1.634, -0.092, 1.772], [1.873, -1.606, 0.899]], "smiles": "N[C@@H]1C=CC=C1CCl", "homo_energy_ev": -8.78, "gap_ev": 9.337, "lumo_energy_ev": 0.554}


Which of them is most stable? Easy: model b.


Model a:
{"formula": "C15H20N4O2", "method": "the ωB97M-V functional and the def2-TZVPD basis", "symbols": ["C", "C", "C", "C", "C", "C", "O", "C", "C", "C", "C", "C", "O", "N", "C", "N", "C", "N", "N", "C", "C", "H", "H", "H", "H", "H", "H", "H", "H", "H", "H", "H", "H", "H", "H", "H", "H", "H", "H", "H", "H"], "xyz": [[3.075, -5.306, -0.495], [2.574, -4.175, -1.384], [1.088, -3.900, -1.171], [0.583, -2.765, -2.057], [-0.905, -2.496, -1.849], [-1.386, -1.316, -2.697], [-0.732, -0.106, -2.368], [-1.063, 0.566, -1.244], [-2.111, 0.247, -0.379], [-2.353, 1.036, 0.723], [-1.564, 2.153, 1.012], [-1.938, 2.917, 2.208], [-2.948, 2.700, 2.846], [-1.105, 3.956, 2.654], [-1.404, 4.769, 3.708], [-0.454, 5.627, 3.918], [0.469, 5.323, 2.951], [1.599, 6.050, 2.794], [0.115, 4.322, 2.176], [-0.518, 2.472, 0.142], [-0.278, 1.691, -0.964], [4.134, -5.487, -0.665], [2.934, -5.057, 0.555], [2.532, -6.225, -0.704], [3.142, -3.266, -1.171], [2.746, -4.433, -2.432], [0.917, -3.645, -0.122], [0.519, -4.808, -1.387], [1.143, -1.853, -1.835], [0.761, -3.015, -3.105], [-1.087, -2.285, -0.793], [-1.487, -3.377, -2.124], [-1.126, -1.486, -3.745], [-2.474, -1.201, -2.625], [-2.746, -0.606, -0.560], [-3.166, 0.798, 1.392], [-2.314, 4.681, 4.263], [2.333, 5.630, 2.251], [1.869, 6.608, 3.586], [0.102, 3.330, 0.342], [0.523, 1.930, -1.646]], "smiles": "CCCCCCOc1ccc(C(=O)n2cnc(N)n2)cc1", "homo_energy_ev": -8.74, "gap_ev": 8.890, "lumo_energy_ev": 0.153}


Model b:
{"formula": "C15H20N4O2", "method": "the ωB97M-V functional and the def2-TZVPD basis", "symbols": ["O", "C", "N", "C", "C", "N", "C", "C", "N", "C", "C", "O", "C", "C", "N", "C", "C", "C", "C", "C", "C", "H", "H", "H", "H", "H", "H", "H", "H", "H", "H", "H", "H", "H", "H", "H", "H", "H", "H", "H", "H"], "xyz": [[0.628, -1.176, 3.632], [0.817, -0.510, 2.636], [-0.011, 0.572, 2.347], [0.112, 1.360, 1.237], [-0.934, 2.431, 1.037], [-2.054, 2.090, 0.186], [-1.851, 2.146, -1.248], [-1.295, 0.855, -1.850], [-2.165, -0.261, -1.504], [-1.752, -1.500, -2.133], [-1.963, -1.484, -3.651], [-0.946, -0.835, -4.375], [-2.254, -0.392, -0.061], [-2.810, 0.907, 0.535], [1.042, 1.200, 0.369], [1.934, 0.171, 0.539], [2.936, -0.018, -0.420], [3.834, -1.051, -0.282], [3.760, -1.920, 0.806], [2.781, -1.751, 1.759], [1.861, -0.708, 1.636], [-0.754, 0.750, 3.013], [-0.445, 3.304, 0.599], [-1.340, 2.712, 2.017], [-1.187, 2.978, -1.483], [-2.833, 2.341, -1.693], [-1.271, 0.950, -2.936], [-0.267, 0.689, -1.490], [-0.691, -1.740, -1.913], [-2.369, -2.300, -1.715], [-2.064, -2.522, -4.001], [-2.883, -0.945, -3.881], [-0.100, -1.242, -4.156], [-2.939, -1.211, 0.174], [-1.271, -0.637, 0.382], [-2.880, 0.823, 1.622], [-3.820, 1.050, 0.136], [2.979, 0.663, -1.256], [4.606, -1.192, -1.025], [4.473, -2.725, 0.899], [2.699, -2.407, 2.612]], "smiles": "O=c1[nH]c(CN2CCN(CCO)CC2)nc2ccccc12", "homo_energy_ev": -8.33, "gap_ev": 8.813, "lumo_energy_ev": 0.478}


Which of them is most stable? Easy: model b.